No. 1
102
Properties=species:S:1:pos:R:3:forces:R:3 method="wB97M-V/def2-TZVPD" e_lumo_ev=-0.40 de_lowest_kcal_mol=0.00 e_tot_ha=-3720.46117 homo_ev=-5.74
Pb -0.33409 -0.77521 -0.00919 -0.6 -0.7 -0.2
C 0.57873 -4.00094 3.41380 0.0 0.0 -0.1
C -0.22842 -3.07726 2.51161 0.0 -0.1 0.0
O 0.43691 -2.45942 1.62551 -0.1 0.3 0.0
C -1.59547 -3.00241 2.76025 0.0 0.0 0.0
C -2.57793 -2.13646 2.19804 0.1 0.1 0.0
C -3.98055 -2.26769 2.74136 0.0 0.0 0.0
N -2.33482 -1.23532 1.27693 0.1 0.2 0.1
N -3.43116 -0.43639 0.93745 0.0 0.0 -0.1
C -3.13992 0.56952 0.16741 0.0 0.0 0.0
O -1.97933 0.90904 -0.30584 -0.1 -0.3 0.2
C -4.30240 1.45321 -0.18858 0.1 0.0 -0.1
C -5.62131 1.01265 -0.08146 0.0 0.0 0.0
C -6.67196 1.84936 -0.42816 0.0 0.0 0.0
C -6.42229 3.13849 -0.88687 0.0 0.0 0.0
C -5.11220 3.58071 -1.00015 0.0 0.0 0.0
C -4.06069 2.73866 -0.65914 -0.1 0.0 0.0
H 0.91205 -3.44842 4.29670 0.0 0.0 0.0
H 1.46173 -4.34880 2.87883 0.0 0.0 0.0
H -0.01130 -4.85487 3.74753 0.0 0.0 0.0
H -1.96188 -3.66388 3.53346 0.0 0.0 0.0
H -4.01171 -2.96896 3.57339 0.0 0.0 0.0
H -4.64963 -2.61231 1.94976 0.0 0.0 0.0
H -4.35181 -1.29278 3.05335 0.0 0.0 0.0
H -5.79678 0.00685 0.27509 0.0 0.0 0.0
H -7.69306 1.49459 -0.34767 0.0 0.0 0.0
H -7.24373 3.79135 -1.15708 0.0 0.0 0.0
H -4.91015 4.58405 -1.36074 0.0 0.0 0.0
H -3.03412 3.06164 -0.75242 0.0 0.0 0.0
N 0.88417 0.84659 1.14886 0.2 0.2 0.1
S 1.53049 2.13116 1.25518 0.1 0.2 0.0
N 2.96356 2.44056 0.47204 0.1 -0.2 0.1
S 3.25869 2.83626 -0.97624 -0.1 0.1 0.0
N 2.60986 2.24408 -2.21967 0.0 0.0 -0.1
S 2.33607 0.63993 -2.66274 -0.1 -0.1 0.1
N 1.14741 -0.05507 -2.22408 0.2 0.4 -0.3
C 3.87977 -0.14950 -2.20390 0.0 0.1 0.0
C 4.97693 -0.25079 -3.04622 0.0 0.0 0.1
C 6.11142 -0.90729 -2.58762 0.0 0.0 0.1
C 6.13649 -1.44597 -1.30692 0.0 0.0 0.0
C 5.02327 -1.34826 -0.48025 0.1 0.0 0.0
C 3.88314 -0.70197 -0.92862 -0.1 0.0 0.0
C 2.50301 0.90375 -4.43218 0.0 0.1 0.0
C 3.11599 2.00747 -5.01160 0.0 -0.1 0.0
C 3.15365 2.10833 -6.39565 0.0 0.0 0.0
C 2.58256 1.11512 -7.18077 0.0 0.0 0.0
C 1.95893 0.02338 -6.58882 0.0 0.0 0.0
C 1.91163 -0.08275 -5.20661 0.0 0.0 0.0
C 3.01977 4.58625 -1.22662 -0.1 0.1 -0.1
C 3.57277 5.44630 -0.28877 0.0 0.0 0.1
C 3.43848 6.81172 -0.46793 0.0 0.0 0.0
C 2.75810 7.30254 -1.57573 0.0 0.0 0.0
C 2.20735 6.43043 -2.50396 0.0 0.1 0.0
C 2.33445 5.05911 -2.33366 0.0 -0.1 0.0
C 5.03994 2.74001 -1.00817 0.1 -0.2 0.0
C 5.75771 2.36456 0.11588 -0.1 0.0 0.0
C 7.14254 2.32634 0.04027 0.1 0.0 0.0
C 7.78633 2.65897 -1.14332 0.0 0.0 0.0
C 7.05119 3.03475 -2.26119 0.0 0.0 0.0
C 5.66999 3.07541 -2.19753 -0.1 0.0 -0.1
C 0.56730 3.56642 0.79762 0.1 0.0 0.0
C 0.59652 4.75558 1.51262 0.0 0.0 -0.1
C -0.10891 5.84424 1.01882 0.0 0.0 0.0
C -0.82257 5.73198 -0.16855 0.0 0.0 0.0
C -0.85688 4.52649 -0.85741 0.0 0.1 0.0
C -0.16629 3.42657 -0.37401 0.0 -0.1 0.1
C 2.15020 2.46397 2.90046 0.0 0.0 0.0
C 1.56644 1.69942 3.89852 -0.1 0.0 -0.1
C 2.00154 1.85792 5.20649 0.0 0.0 0.0
C 3.00640 2.77035 5.49887 0.0 0.0 0.0
C 3.58849 3.52594 4.48755 0.0 0.0 0.0
C 3.16283 3.37393 3.17739 0.0 0.0 0.0
H 4.94923 0.16691 -4.04500 0.0 0.0 0.0
H 6.97407 -1.00799 -3.23499 0.0 0.0 0.0
H 7.02467 -1.95943 -0.95782 0.0 0.0 0.0
H 5.03719 -1.78804 0.50940 0.0 0.0 0.0
H 2.98948 -0.63590 -0.31311 0.1 0.0 0.0
H 3.54480 2.77674 -4.38487 0.0 0.0 -0.1
H 3.62657 2.96395 -6.86258 0.0 0.0 0.0
H 2.61623 1.19840 -8.26032 0.0 0.0 0.0
H 1.50194 -0.74180 -7.20334 0.0 0.0 0.0
H 1.40864 -0.90543 -4.70933 0.0 0.0 -0.1
H 4.10668 5.04462 0.56609 0.0 0.1 -0.1
H 3.86511 7.49469 0.25529 0.0 0.0 0.0
H 2.65391 8.37159 -1.71357 0.0 0.0 0.0
H 1.67525 6.81693 -3.36369 0.0 0.0 0.0
H 1.90508 4.35419 -3.03431 0.0 0.1 0.0
H 5.22700 2.09966 1.02166 0.1 0.0 0.0
H 7.72026 2.03693 0.90855 0.0 0.0 0.0
H 8.86694 2.62105 -1.19887 0.0 0.0 0.0
H 7.55603 3.29532 -3.18256 0.0 0.0 0.0
H 5.08086 3.36781 -3.06013 0.1 0.0 0.1
H 1.14647 4.83773 2.44012 0.0 0.0 0.0
H -0.10539 6.77899 1.56624 0.0 0.0 0.0
H -1.36866 6.58743 -0.54925 0.0 0.0 0.0
H -1.43195 4.43806 -1.77179 0.0 0.0 0.0
H -0.21712 2.46147 -0.87095 0.0 0.1 0.0
H 0.80031 0.98098 3.62386 0.1 0.0 0.1
H 1.55966 1.26232 5.99492 0.0 0.0 0.0
H 3.34597 2.88947 6.52029 0.0 0.0 0.0
H 4.37640 4.23051 4.72075 0.0 0.0 0.0
H 3.61682 3.94266 2.37625 0.0 0.0 0.1

---

No. 2
103
Properties=species:S:1:pos:R:3:forces:R:3 method="wB97M-V/def2-TZVPD" e_lumo_ev="-5.75 / -6.73" total_charge=+2 de_lowest_kcal_mol=131.82 e_tot_ha=-4110.44421 multiplicity=6 homo_ev="-10.10 / -11.45"
Ru 13.76831 12.30953 11.07486 0.7 2.0 0.1
Cl 14.03062 17.41545 11.01965 -1.0 0.2 0.3
C 15.27852 16.27031 11.02230 -0.1 -2.3 -0.6
C 16.55288 16.76943 10.87653 1.6 -0.3 -0.1
C 17.64590 15.96917 10.60570 -2.1 -0.5 -0.1
Cl 19.01043 16.82983 10.07668 1.2 -0.4 0.0
C 17.46705 14.52816 10.62168 1.0 0.7 0.8
C 18.55830 13.65274 10.80593 -0.7 -1.8 0.0
C 18.30159 12.31684 11.19949 -0.5 2.3 -0.6
C 16.98333 11.88754 11.36855 -0.9 -0.5 -0.9
N 15.93676 12.63565 11.03278 0.3 0.7 0.1
C 16.17018 13.98172 10.77692 -0.2 0.8 0.8
C 15.03873 14.86902 10.91627 1.2 1.3 -0.7
O 13.85145 14.37475 10.87757 -1.2 -1.6 0.6
H 16.73323 17.83109 10.95232 -0.2 0.1 -0.2
H 19.56744 14.01164 10.66078 0.1 0.0 0.1
H 19.06969 11.61404 11.31702 1.1 -0.7 0.4
H 16.74380 10.84797 11.69345 0.3 0.8 -0.3
C 10.01542 15.18044 6.05692 1.0 0.5 0.0
C 10.38974 14.43122 7.29592 1.2 0.0 1.1
C 11.08162 15.18907 8.27039 -0.6 -1.2 0.4
C 11.34440 14.66256 9.52485 -0.4 -0.9 -0.6
C 11.01726 13.31099 9.77942 0.1 -0.2 0.0
C 10.43653 12.50937 8.80237 0.0 -0.5 -0.7
C 10.11704 13.07366 7.55132 -0.2 1.1 -0.4
S 11.60243 12.45111 11.28688 -1.8 1.0 0.3
O 10.84112 11.18741 11.48711 0.4 -0.7 -0.6
C 11.04541 13.46301 12.63708 -1.3 1.4 -2.1
C 10.19970 14.53197 12.36911 0.6 -1.5 -1.9
C 9.89966 15.52104 13.29466 -1.6 0.8 -0.9
C 10.39902 15.53139 14.57638 1.3 -1.8 1.5
C 10.11156 16.52086 15.54331 0.2 -1.0 -2.0
C 10.78317 16.49901 16.73095 1.1 -0.6 1.6
C 11.71529 15.47588 17.03568 -0.4 1.4 1.2
C 11.98511 14.45789 16.10719 -0.9 0.0 -1.2
C 11.27789 14.37838 14.90147 -0.2 1.6 1.2
C 11.32463 13.21360 14.01065 1.0 -0.8 1.1
C 11.33339 11.83956 14.62766 0.9 -1.3 0.4
C 10.04703 11.17378 14.95296 -0.6 1.0 0.1
C 8.78699 11.42273 14.27863 0.7 -0.4 0.3
C 7.65857 10.65834 14.57411 1.4 0.5 -1.2
C 7.64438 9.84053 15.68257 -0.2 -0.7 1.7
C 8.80346 9.66344 16.42720 -1.4 -0.5 0.0
C 10.00051 10.23605 16.01746 2.2 -0.2 0.3
C 11.26580 9.76323 16.59394 -1.6 -0.5 -0.4
C 12.44290 10.12016 16.03785 1.4 -1.9 0.5
C 12.51690 11.12572 15.04754 -1.9 1.2 -0.7
S 14.17944 11.23762 14.40995 0.1 1.4 -0.4
O 14.24510 12.26860 13.24449 -0.2 -2.0 1.9
C 14.26967 9.51726 13.71115 0.1 0.2 -1.0
C 13.11831 8.88163 13.24719 -0.3 1.3 1.3
C 12.89544 8.01467 12.09797 -0.6 -1.4 -0.6
C 15.17668 7.35472 11.52730 1.0 0.4 0.8
C 15.64355 6.02068 11.03019 -1.2 0.2 -0.7
C 15.78702 7.90720 12.59887 0.1 -0.9 0.0
C 15.52484 8.97347 13.49556 -0.5 1.4 -0.5
H 9.41267 16.05462 6.40727 0.3 -0.7 -0.9
H 9.50066 14.47824 5.43871 -0.8 0.1 -0.8
H 10.92439 15.54422 5.46915 -1.1 -0.4 0.9
H 11.35200 16.19028 8.01135 0.1 0.6 0.2
H 11.76623 15.23434 10.31461 0.5 0.5 0.2
H 10.28237 11.42480 8.94835 -0.1 0.8 0.2
H 9.61701 12.55792 6.71625 0.3 -0.3 0.8
H 9.77792 14.63356 11.34216 0.4 0.0 1.0
H 9.25214 16.30930 12.92427 0.1 0.1 0.3
H 9.35989 17.24903 15.26288 0.1 0.2 0.3
H 10.57597 17.29662 17.43147 0.1 -0.2 0.3
H 12.20174 15.46677 18.06423 -0.6 0.1 -1.6
H 12.74727 13.73328 16.28849 0.3 -0.5 0.4
H 8.71864 12.13893 13.47323 0.3 -0.1 -0.2
H 6.88408 10.53808 13.82854 -0.4 0.7 0.3
H 6.67884 9.39278 15.99494 0.9 0.0 -0.3
H 8.80522 9.00149 17.29573 0.0 0.2 -0.2
H 11.23424 8.91750 17.30103 0.0 0.7 -0.2
H 13.33871 9.42093 16.30606 -1.3 1.8 -0.5
H 12.25064 8.90917 13.95832 0.4 0.3 -1.2
H 11.98542 8.35774 11.60430 -0.1 0.0 -0.2
H 15.77750 6.02218 9.92334 0.0 -0.4 0.9
H 14.90229 5.25151 11.36559 0.8 0.3 -0.6
H 16.55898 5.83232 11.54848 0.6 -0.4 0.0
H 16.65993 7.36771 12.92997 0.3 -0.3 -0.3
H 16.40754 9.34956 13.98915 0.0 0.3 0.3
C 16.06138 8.63128 8.83825 0.6 -0.6 -0.8
N 15.00500 9.54336 9.24670 -0.8 -0.8 1.4
C 14.82642 10.70506 8.35414 -0.3 1.3 0.4
C 14.18236 9.37010 10.33486 0.1 1.5 -1.8
N 13.39560 10.33821 10.70822 0.5 -1.8 -0.5
N 13.97501 7.97776 10.93356 -0.4 -0.4 0.2
C 13.43643 7.10556 9.82165 -2.0 0.5 0.4
C 12.60021 6.57873 12.65222 0.3 -0.2 -0.5
H 16.68578 9.11683 8.07442 -0.3 0.1 0.4
H 15.67074 7.72226 8.29354 0.4 0.8 0.9
H 16.74027 8.40235 9.66364 -0.3 -0.3 -0.1
H 13.77224 11.02260 8.27731 0.2 -0.7 -0.1
H 15.24795 10.47441 7.36181 -0.2 0.1 0.6
H 15.28796 11.62089 8.79344 0.2 -0.8 -0.4
H 12.43650 10.05621 10.95546 0.2 0.3 0.6
H 12.53230 7.61198 9.41853 0.5 -0.5 0.4
H 13.24988 6.09002 10.15593 -0.4 0.3 0.3
H 14.10829 6.97428 9.03253 1.2 0.4 -1.0
H 13.09169 5.76699 12.07158 -0.2 0.6 0.7
H 11.52950 6.38526 12.56149 0.1 0.1 0.2
H 12.89049 6.55479 13.71252 0.0 -0.3 -0.5